11
Properties=species:S:1:pos:R:3:mulliken_charge:R:1 method="wB97M-V/def2-TZVPD" homo_lumo_gap_ev=10.686 charge=0 smiles="O[C@@]1(Cl)CN=NN1" homo_ev=-10.085
C -1.00 -0.21 0.62 -0.459
C 0.31 -0.29 -0.21 0.431
N -1.22 1.25 0.84 -0.201
N -0.26 1.83 0.37 -0.375
N 0.70 1.05 -0.06 0.176
O 1.25 -1.22 0.07 -0.492
Cl 0.07 -0.64 -2.10 -0.318
H -1.89 -0.66 0.16 0.283
H -0.84 -0.66 1.59 0.267
H 1.56 1.44 -0.61 0.333
H 1.33 -1.89 -0.67 0.355

9
Properties=species:S:1:pos:R:3:mulliken_charge:R:1 method="wB97M-V/def2-TZVPD" homo_lumo_gap_ev=10.563 charge=0 smiles="NC(=O)CCl" homo_ev=-9.937
C 0.56 -0.23 -0.37 0.529
C -0.78 -0.63 0.43 -0.409
H 0.32 1.50 0.37 0.227
H 1.65 1.33 -0.41 0.257
H -0.74 -0.13 1.33 0.304
H -0.90 -1.76 0.51 0.267
N 0.73 1.11 -0.41 -0.424
O 1.28 -1.13 -0.79 -0.575
Cl -2.12 -0.07 -0.66 -0.175

10
Properties=species:S:1:pos:R:3:mulliken_charge:R:1 method="wB97M-V/def2-TZVPD" homo_lumo_gap_ev=6.644 charge=-1 smiles="C=C([O-])O[SiH2]Cl" homo_ev=-3.148
C -1.07 -0.64 0.50 0.588
C -1.49 0.67 0.52 -0.933
O -0.02 -0.91 -0.54 -0.131
O -1.33 -1.69 1.09 -0.699
Si 1.29 -0.04 -0.58 0.438
Cl 2.58 -1.09 -1.78 -0.328
H -2.03 1.01 1.41 0.181
H -1.14 1.42 -0.19 0.272
H 1.71 -0.03 0.69 -0.200
H 1.50 1.28 -1.12 -0.188

10
Properties=species:S:1:pos:R:3:lowdin_spin:R:1 method="wB97M-V/def2-TZVPD" homo_lumo_gap_ev="9.327 / 10.353" multiplicity=4 charge=0 s2=3.762 homo_ev="-8.408 / -10.555"
O -2.83 0.47 0.94 1.007
O -3.14 -0.44 1.54 0.995
C 1.04 0.12 -0.62 0.083
C 0.45 -0.96 0.17 0.648
Cl 0.95 -1.21 1.79 0.177
O 0.15 1.22 -0.75 0.037
H 1.96 0.47 -0.14 0.001
H 1.30 -0.24 -1.63 0.018
H -0.47 -1.42 -0.15 0.029
H 0.59 2.00 -1.16 0.005

9
Properties=species:S:1:pos:R:3:mulliken_charge:R:1 method="wB97M-V/def2-TZVPD" homo_lumo_gap_ev=9.512 charge=0 smiles="C=PCl.C=O" homo_ev=-9.685
C 0.83 -1.98 1.16 -0.180
C -1.43 1.18 0.21 -0.400
O 0.99 -1.82 -0.01 -0.345
P -2.28 -0.21 0.67 0.200
Cl -4.03 -0.17 -0.46 -0.260
H 1.53 -1.40 1.85 0.235
H 0.04 -2.65 1.66 0.285
H -0.35 1.27 0.60 0.209
H -1.82 2.04 -0.40 0.257

9
Properties=species:S:1:pos:R:3:mulliken_charge:R:1 method="wB97M-V/def2-TZVPD" homo_lumo_gap_ev="9.911 / 5.456" charge=0 homo_ev="-9.653 / -7.736"
C -1.17 -0.25 0.18 0.109
C 2.18 0.40 -0.98 -0.457
O -0.53 0.28 -0.70 -0.432
P -2.73 -1.11 0.07 -0.037
Cl 3.32 -0.48 -0.21 -0.129
H -0.94 -0.36 1.24 0.294
H 1.74 -0.02 -1.85 0.291
H 1.58 1.22 -0.52 0.300
H -3.37 -0.35 -0.93 0.062